P:
Density functional theory data (ωB97M-V/def2-TZVPD) for a cluster of 2 separate species, C4H12N2O2 in total.

Values from the calculation:
Molar mass (g mol⁻¹): 120.152
Kohn-Sham gap (eV): 10.08
SMILES: C=CON.CCON
LUMO level (eV): 1.07

Each line ends with the Mulliken charge.
Atoms and positions in Å:
1 C 0.76 1.09 1.51  -0.121
2 C 1.97 0.63 2.20  -0.840
3 N 0.85 -1.04 -1.23  -0.542
4 O -0.54 -1.02 -1.63  -0.265
5 H 0.80 -1.12 -0.21  0.268
6 H 1.20 -1.92 -1.59  0.251
7 H 0.83 1.30 0.45  0.184
8 H 0.08 1.71 2.09  0.309
9 H 1.55 -0.49 2.33  0.267
10 H 2.85 0.55 1.57  0.296
11 H 2.14 1.09 3.17  0.297
12 N -1.27 -0.92 1.42  -0.417
13 C -0.81 0.04 -2.45  0.109
14 C -2.05 0.31 -2.85  -0.733
15 O 0.06 -0.53 1.62  -0.430
16 H -1.48 -0.85 0.43  0.247
17 H -1.88 -0.31 1.95  0.225
18 H 0.06 0.63 -2.72  0.404
19 H -2.89 -0.27 -2.51  0.249
20 H -2.23 1.12 -3.53  0.245

Q:
Density functional theory data (ωB97M-V/def2-TZVPD) for a cluster of 2 separate species, C4H12N2O2 in total.

Values from the calculation:
Molar mass (g mol⁻¹): 120.152
Kohn-Sham gap (eV): 4.84
LUMO level (eV): -2.87

Each line ends with the Mulliken charge.
Atoms and positions in Å:
1 O -2.39 -0.87 -0.21  -0.392
2 C -1.90 0.48 0.12  -0.292
3 C -0.70 0.23 0.98  0.002
4 C -0.84 -0.46 2.31  -1.097
5 N 0.58 -0.04 0.49  -0.286
6 C 1.33 1.14 -0.07  -0.347
7 N 2.42 0.67 -0.78  -0.427
8 H -2.65 0.94 0.77  0.336
9 H -1.69 1.01 -0.83  0.277
10 H -0.46 0.21 3.10  0.386
11 H -0.10 -1.22 2.27  0.455
12 H -1.86 -0.66 2.66  0.291
13 H 0.59 -0.72 -0.29  0.379
14 H 0.72 1.77 -0.76  0.229
15 H 1.51 1.72 0.84  0.396
16 H 3.39 0.83 -0.60  0.139
17 H 2.08 -0.07 -1.49  0.331
18 H -1.64 -1.31 0.19  0.386
19 H 1.49 -1.38 -3.07  0.191
20 O 1.17 -0.81 -2.36  -0.958

Sorted by energy, starting with the most stable: P, Q.